1.
The following is a quantum chemistry calculation of one molecule with the formula C3H5N in a non-equilibrium geometry, from OMol25.

Geometry as XYZ:
```
9
C3H5N, DFT ωB97M-V/def2-TZVPD
C 0.70 -0.84 0.07
C 0.09 0.60 -0.03
C -1.32 0.81 -0.06
N -0.77 1.00 -1.18
H 0.15 -1.60 0.69
H 1.72 -0.87 0.54
H 0.84 -1.38 -0.87
H 0.77 1.31 0.39
H -2.18 0.96 0.46
```

Calculated values
**SMILES string**: C[C@@H]1C=N1
**Gap between HOMO and LUMO**: 11.34 eV
**Total charge**: 0
**LUMO energy**: 1.2034 eV

2.
The following is a quantum chemistry calculation of C43H37FeN8OS2Sb as an isolated structure, from OMol25.

Geometry as XYZ:
```
93
C43H37FeN8OS2Sb, DFT ωB97M-V/def2-TZVPD
Fe -0.70 0.95 1.85
N 1.95 4.41 1.03
C 1.05 3.58 1.60
S -0.45 3.35 0.86
N 1.46 2.99 2.74
N 0.57 2.17 3.24
C 0.63 2.01 4.55
C -0.40 1.41 5.29
C -0.22 1.24 6.69
C -1.22 0.76 7.48
C -2.49 0.48 6.91
C -2.72 0.66 5.58
C -1.68 1.09 4.70
O -1.90 1.18 3.45
H 1.60 5.06 0.34
H 2.72 4.72 1.61
H 1.45 2.47 5.09
H 0.74 1.49 7.13
H -1.05 0.62 8.54
H -3.29 0.13 7.54
H -3.68 0.45 5.13
N -5.05 -1.94 -3.21
C -6.13 -1.93 -4.07
C -6.64 -2.88 -4.94
C -7.77 -2.52 -5.65
C -8.37 -1.25 -5.49
C -7.85 -0.32 -4.63
C -6.71 -0.67 -3.90
N -5.99 0.06 -2.97
C -5.02 -0.72 -2.59
C -4.03 -0.34 -1.58
C -4.11 0.92 -0.99
C -3.19 1.28 -0.03
N -2.21 0.46 0.37
C -2.12 -0.75 -0.20
C -3.00 -1.18 -1.17
H -4.41 -2.70 -3.08
H -6.19 -3.86 -5.07
H -8.22 -3.23 -6.33
H -9.25 -1.02 -6.07
H -8.29 0.66 -4.51
H -4.90 1.60 -1.29
H -3.23 2.25 0.45
H -1.31 -1.38 0.14
H -2.87 -2.17 -1.58
N 1.55 -1.73 1.13
C 0.70 -2.14 2.11
C 0.81 -3.45 2.61
C 0.00 -3.86 3.64
C -0.93 -2.96 4.16
C -0.98 -1.70 3.61
N -0.20 -1.27 2.60
H 2.05 -2.43 0.61
H 1.33 -0.87 0.64
H 1.54 -4.12 2.17
H 0.09 -4.86 4.04
H -1.60 -3.23 4.96
H -1.71 -1.00 3.97
S 0.85 0.82 -0.60
Sb 2.99 0.60 -1.35
C 3.30 -1.49 -1.49
C 4.38 -2.11 -0.87
C 4.45 -3.50 -0.85
C 3.45 -4.25 -1.45
C 2.37 -3.63 -2.07
C 2.29 -2.24 -2.09
C 4.48 1.39 -0.10
C 4.51 0.95 1.22
C 5.44 1.51 2.10
C 6.30 2.50 1.65
C 6.25 2.94 0.34
C 5.34 2.39 -0.55
C 2.98 1.51 -3.24
C 2.70 2.87 -3.30
C 2.49 3.47 -4.53
C 2.54 2.70 -5.69
C 2.81 1.34 -5.63
C 3.03 0.74 -4.40
H 5.16 -1.52 -0.41
H 5.28 -3.99 -0.36
H 3.50 -5.33 -1.43
H 1.60 -4.22 -2.54
H 1.44 -1.75 -2.54
H 3.83 0.18 1.57
H 5.48 1.17 3.12
H 7.01 2.94 2.34
H 6.93 3.71 0.00
H 5.30 2.72 -1.58
H 2.63 3.46 -2.39
H 2.26 4.53 -4.59
H 2.37 3.17 -6.65
H 2.84 0.75 -6.53
H 3.24 -0.32 -4.35
```

Calculated values
**Gap between HOMO and LUMO (alpha / beta)**: 7.61 / 5.51 eV
**Total charge**: +1
**LUMO energy (alpha / beta)**: -2.3277 / -4.4404 eV
**Spin multiplicity**: 6

3.
The following is a quantum chemistry calculation of C6H17BrNO4V as an isolated structure in a non-equilibrium geometry, from OMol25.

Geometry as XYZ:
```
30
C6H17BrNO4V, DFT ωB97M-V/def2-TZVPD
O -4.51 -2.36 -0.51
V -3.98 -1.81 0.89
O -2.60 -2.54 1.19
Br -2.85 -0.02 0.16
C -0.25 -2.37 0.36
C 0.18 -0.93 0.20
C 1.71 -0.78 -0.22
O 2.13 0.59 -0.23
C 3.42 0.77 -0.79
N -0.64 -0.39 -0.87
H -1.31 -2.48 0.58
H 0.32 -2.87 1.14
H -0.11 -2.89 -0.59
H 0.05 -0.37 1.13
H 1.82 -1.11 -1.26
H 2.32 -1.38 0.46
H 4.17 0.33 -0.14
H 3.56 1.85 -0.79
H 3.58 0.33 -1.78
H -1.59 -0.31 -0.56
H -0.35 0.53 -1.18
C -0.07 2.16 -0.38
C -0.57 1.91 0.94
O -1.87 2.36 1.03
H 0.98 1.87 -0.39
H -0.07 3.22 -0.67
H -0.62 1.66 -1.17
H 0.06 2.43 1.67
H -0.45 0.86 1.17
H -2.46 1.75 0.58
```

Calculated values
**Gap between HOMO and LUMO**: 5.80 eV
**Total charge**: 0
**LUMO energy**: -2.4774 eV

4.
The following is a quantum chemistry calculation of C4H6OSc as an isolated structure in a non-equilibrium geometry, from OMol25.

Geometry as XYZ:
```
12
C4H6OSc, DFT ωB97M-V/def2-TZVPD
O -1.27 0.86 -0.11
Sc 0.65 1.41 -0.09
C -2.01 -0.14 -0.03
C -1.48 -1.56 0.16
H -3.02 -0.01 0.40
H -1.14 -1.32 -0.99
H -2.22 -2.27 -0.25
H -1.66 -1.84 1.21
C 1.23 -0.84 0.53
C 2.41 -1.28 0.35
H 3.25 -0.58 0.48
H 2.61 -2.02 -0.44
```

Calculated values
**Gap between HOMO and LUMO (alpha / beta)**: 6.73 / 6.73 eV
**Total charge**: +3
**LUMO energy (alpha / beta)**: -17.0710 / -17.0701 eV

5.
The following is a quantum chemistry calculation of a 2-piece molecular cluster, C4H10O overall in a non-equilibrium geometry, from OMol25.

Geometry as XYZ:
```
15
C4H10O, DFT ωB97M-V/def2-TZVPD
C 2.46 0.54 1.65
C 1.84 -0.48 0.95
C 0.43 -0.83 1.10
C -0.11 -1.67 -0.12
H 3.48 0.61 1.34
H 1.88 1.24 2.31
H 2.39 -1.20 0.36
H 0.06 -1.20 2.08
H -0.14 0.12 1.04
H 0.26 -2.73 -0.10
H -1.18 -1.58 -0.12
H 0.18 -1.07 -1.01
O -4.05 2.53 -3.38
H -3.01 2.74 -3.43
H -4.48 2.96 -2.69
```

Calculated values
**SMILES string**: C=CCC.O
**Gap between HOMO and LUMO**: 10.12 eV
**Total charge**: 0
**LUMO energy**: 0.8112 eV

6.
The following is a quantum chemistry calculation of C24H25N7O3Se2Ti as an isolated structure, from OMol25.

Geometry as XYZ:
```
62
C24H25N7O3Se2Ti, DFT ωB97M-V/def2-TZVPD
Ti -0.25 -0.29 0.51
C -2.65 1.58 -1.69
Se -1.64 -0.08 -1.81
C -3.09 -1.38 -1.75
C -2.64 -2.66 -2.44
Se -1.00 -3.46 -1.73
C 0.27 -2.82 -3.06
H -3.02 1.74 -0.69
H -3.45 1.55 -2.42
H -1.95 2.38 -1.96
H -3.94 -0.95 -2.27
H -3.36 -1.57 -0.72
H -2.47 -2.49 -3.50
H -3.41 -3.42 -2.34
H -0.05 -3.14 -4.05
H 1.22 -3.30 -2.82
H 0.38 -1.74 -3.01
C 2.09 0.25 2.69
N 0.68 0.40 2.33
C -0.12 1.01 3.13
C -1.51 1.06 2.81
C -2.62 1.53 3.49
C -3.73 1.18 2.70
C -3.23 0.52 1.59
N -1.88 0.45 1.63
C 2.30 -1.05 3.44
C 2.07 -1.12 4.81
C 2.21 -2.31 5.49
C 2.58 -3.46 4.81
C 2.83 -3.40 3.44
C 2.69 -2.20 2.76
H 2.39 1.09 3.32
H 2.69 0.27 1.79
H 0.25 1.47 4.05
H -2.62 2.05 4.43
H -4.77 1.37 2.92
H -3.79 0.09 0.77
H 1.78 -0.22 5.34
H 2.03 -2.35 6.56
H 2.69 -4.40 5.34
H 3.13 -4.29 2.91
H 2.89 -2.15 1.69
O 3.47 -1.08 -0.35
C 2.45 -0.64 -0.83
O 1.25 -0.97 -0.39
C 2.48 0.41 -1.91
C 3.57 1.27 -1.96
C 3.57 2.28 -2.90
C 2.49 2.38 -3.77
C 1.46 1.46 -3.65
N 1.44 0.50 -2.73
H 4.39 1.13 -1.26
H 4.39 2.99 -2.95
H 2.44 3.16 -4.51
H 0.61 1.49 -4.32
O -0.44 -2.05 1.52
N -1.32 -2.01 0.71
N 2.34 5.45 -0.12
C 1.56 4.68 -0.49
N 0.65 3.85 -0.98
C 0.44 2.71 -0.47
N 0.20 1.61 -0.14
```

Calculated values
**Gap between HOMO and LUMO**: 7.17 eV
**Total charge**: 0
**LUMO energy**: -1.1320 eV